The following is a DFT calculation (ωB97M-V/def2-TZVPD) of a structure of composition C31H32BrCoN4O3.

Geometry (Å):
Co -0.182 0.064 -0.414
O 2.087 0.728 2.899
C 1.219 0.637 2.049
O 1.261 -0.042 0.978
C -0.086 1.417 2.221
C -0.224 2.376 3.238
C -1.385 3.095 3.310
C -2.434 2.802 2.410
C -3.680 3.459 2.439
C -4.687 3.072 1.599
C -4.494 2.021 0.690
C -3.287 1.382 0.618
C -2.226 1.769 1.456
N -1.033 1.139 1.352
H 0.604 2.521 3.916
H -1.528 3.870 4.051
H -3.827 4.257 3.155
H -5.648 3.562 1.647
H -5.316 1.714 0.058
H -3.099 0.561 -0.057
Br -1.368 -1.952 1.775
C -1.839 -3.130 0.337
C -2.540 -4.257 0.680
C -2.912 -5.184 -0.301
C -2.542 -4.969 -1.597
C -1.813 -3.819 -1.965
C -1.429 -3.638 -3.307
C -0.739 -2.522 -3.680
C -0.425 -1.540 -2.730
C -0.771 -1.645 -1.394
C -1.456 -2.830 -0.993
H -2.803 -4.426 1.711
H -3.470 -6.062 -0.017
H -2.799 -5.679 -2.371
H -1.707 -4.390 -4.031
H -0.437 -2.379 -4.708
H 0.094 -0.661 -3.089
C 2.970 2.602 -2.698
N 3.425 1.231 -2.832
C 4.863 1.092 -2.949
C 2.653 0.263 -2.246
O 1.642 0.574 -1.616
N 3.064 -1.028 -2.428
C 3.525 -1.515 -3.710
C 2.595 -2.048 -1.513
H 3.419 3.202 -3.489
H 3.243 3.024 -1.725
H 1.886 2.636 -2.787
H 5.354 1.840 -2.323
H 5.182 1.248 -3.982
H 5.181 0.109 -2.612
H 3.609 -0.700 -4.426
H 2.804 -2.242 -4.099
H 4.494 -2.015 -3.620
H 2.227 -1.571 -0.606
H 3.428 -2.704 -1.256
H 1.796 -2.653 -1.948
C -2.737 0.569 -2.941
C -1.972 1.738 -2.435
C -2.152 3.058 -2.881
C -1.277 3.842 -2.156
C -0.583 2.973 -1.299
C 0.451 3.382 -0.314
N -1.013 1.697 -1.476
H -3.737 0.882 -3.231
H -2.804 -0.222 -2.198
H -2.255 0.148 -3.826
H -2.844 3.373 -3.638
H -1.140 4.906 -2.213
H 1.002 4.244 -0.691
H 1.144 2.564 -0.118
H -0.012 3.679 0.630

The calculation puts the energy at -5602.01356 Eh. As for the energy relative to the best compared isomer or geometry (same formula, charge and spin): 7.8 kcal per mole. The spin multiplicity is 5. The calculation puts the HOMO-LUMO gap (spin up / spin down) at 6.1687 / 4.1544 eV. The calculation puts the lowest unoccupied orbital energy (spin up / spin down) at -0.0054 / -0.0794 hartree.

From a Mulliken analysis of the wavefunction, the atomic charges in e read:
1. Co 0.77
2. O -0.76
3. C 0.00
4. O -0.67
5. C 0.25
6. C -0.85
7. C -0.93
8. C 1.05
9. C -0.92
10. C -0.67
11. C -0.62
12. C -0.38
13. C 0.32
14. N 0.89
15. H 0.58
16. H 0.43
17. H 0.42
18. H 0.39
19. H 0.43
20. H 0.10
21. Br -0.14
22. C 0.64
23. C -0.67
24. C -0.68
25. C -1.08
26. C 1.19
27. C -1.15
28. C -1.30
29. C 0.43
30. C -0.47
31. C 0.61
32. H 0.45
33. H 0.40
34. H 0.40
35. H 0.38
36. H 0.56
37. H 0.83
38. C -0.93
39. N 0.14
40. C -1.24
41. C 0.14
42. O -0.40
43. N 0.25
44. C -1.17
45. C -0.80
46. H 0.45
47. H 0.36
48. H 0.11
49. H 0.40
50. H 0.30
51. H 0.41
52. H 0.39
53. H 0.34
54. H 0.32
55. H -0.03
56. H 0.47
57. H 0.28
58. C -1.47
59. C 0.06
60. C -1.23
61. C -1.12
62. C 0.23
63. C -1.15
64. N 2.08
65. H 0.49
66. H 0.16
67. H 0.23
68. H 0.53
69. H 0.55
70. H 0.49
71. H -0.05
72. H 0.16